67
Properties=species:S:1:pos:R:3:forces:R:3 method="wB97M-V/def2-TZVPD" charge=-1 relative_energy_ev=0.000 orbital_gap_ev="2.7 / 3.6"
La -0.271588 -0.265257 0.981312 0.881 0.527 -1.409
Cl -2.000030 -0.900356 2.805316 -1.059 -0.388 1.304
N 0.311020 -2.193627 -0.400735 -0.489 -1.040 -2.044
N -0.318739 2.153920 0.611665 -1.053 1.564 -1.360
C -0.346591 -2.778016 -1.384049 0.716 1.068 2.264
C -1.158701 2.920751 -0.057201 1.164 -1.775 1.589
C 1.015563 -3.246111 0.378382 0.041 0.169 0.033
C 0.211035 -4.479688 -0.018604 -0.744 -0.163 -0.255
C 1.029706 -2.994682 1.887493 -0.338 -0.357 0.081
C 2.463329 -3.291397 -0.095520 0.045 -0.069 -0.146
H 0.016050 -2.985939 2.307643 0.075 -0.049 0.029
H 1.540581 -2.050487 2.130722 0.038 -0.237 -0.211
H 1.597362 -3.804345 2.358361 -0.155 0.062 0.077
H 2.504091 -3.671730 -1.122106 0.130 0.112 0.039
H 3.037659 -3.959001 0.560516 -0.023 0.113 -0.211
H 2.881649 -2.277591 -0.042512 -0.039 -0.253 -0.002
C 0.171785 2.916644 1.791836 -0.006 -0.163 -0.147
C -0.925200 3.968241 1.925536 -0.848 0.108 -0.313
C 1.531162 3.502936 1.433449 0.056 0.124 -0.088
C 0.340705 2.061535 3.050217 -0.417 0.048 0.037
H -0.615167 1.634888 3.379514 0.086 0.040 0.031
H 0.726474 2.706607 3.847279 -0.070 -0.205 -0.016
H 1.073732 1.255666 2.889663 0.017 0.295 -0.021
H 1.411412 4.271007 0.661738 0.140 -0.082 0.003
H 2.177758 2.693896 1.069361 -0.090 0.187 0.085
H 1.981243 3.955716 2.326441 -0.013 0.000 -0.207
O -1.618536 3.960106 0.608305 0.517 1.278 0.741
H -0.582019 4.993039 2.093194 -0.018 -0.229 -0.010
H -1.679929 3.683812 2.671829 0.148 0.123 -0.168
O -0.517122 -4.076834 -1.248336 0.766 -1.126 0.068
H -0.555349 -4.724537 0.729872 0.161 -0.020 -0.218
H 0.801130 -5.362955 -0.277141 -0.082 0.178 0.090
C -0.905226 -2.101967 -2.581276 0.089 0.352 -0.044
C -1.617717 2.707228 -1.452457 0.132 -0.269 -0.154
C -2.266234 1.354607 -1.680856 -1.615 0.620 -0.225
H -0.689502 2.738608 -2.050538 -0.197 0.028 -0.029
H -2.235337 3.557350 -1.746042 -0.107 -0.176 0.052
C -1.430625 0.226956 -1.803787 2.187 0.042 1.225
C -1.915150 -1.021350 -2.242865 -1.384 -0.920 -0.585
H -0.341646 0.353816 -1.662408 -0.316 0.104 -0.613
C -3.293289 -1.177160 -2.417516 1.554 -0.293 0.067
C -4.137344 -0.088436 -2.169192 -0.860 -0.186 -0.036
C -3.882267 -2.490079 -2.831545 -0.318 -0.283 0.114
C -3.642167 1.183190 -1.857015 1.488 0.723 0.298
H -5.215630 -0.230779 -2.234388 0.170 0.029 -0.064
C -4.599836 2.320849 -1.688820 -0.396 0.095 0.203
H -5.614548 1.961987 -1.872364 -0.005 0.101 0.021
H -4.424916 3.159450 -2.366960 0.113 -0.038 -0.061
H -4.569190 2.716245 -0.668295 -0.031 0.029 -0.066
H -3.526182 -2.853599 -3.799073 0.083 0.096 -0.016
H -4.968117 -2.394661 -2.901332 0.044 -0.074 -0.014
H -3.664771 -3.269071 -2.092831 -0.038 0.004 -0.087
H -1.266317 -2.865998 -3.272810 -0.166 0.125 0.135
H -0.033638 -1.605932 -3.044611 -0.195 -0.094 -0.050
C 2.135933 0.002167 1.095971 0.186 0.185 0.165
C 3.369656 0.189995 1.071630 0.431 0.070 0.143
C 4.759274 0.409368 1.119367 -1.320 -0.137 -0.045
C 5.576325 0.197956 -0.019008 1.203 0.146 -0.353
C 6.959042 0.407049 0.059738 -1.092 -0.248 -0.120
C 7.548408 0.725565 1.291496 0.626 0.074 0.174
C 6.746071 0.929920 2.428896 -0.833 0.084 -0.066
C 5.358752 0.850300 2.330209 1.044 0.047 0.358
H 5.096641 -0.119044 -0.948585 0.227 0.172 0.225
H 7.567991 0.316752 -0.845132 -0.139 -0.083 0.334
H 8.630934 0.828225 1.371103 -0.224 -0.014 -0.043
H 7.198377 1.158775 3.399543 -0.082 0.066 -0.378
H 4.712814 1.103197 3.171374 0.204 -0.216 -0.110